ORCA calculation (wB97M-V/def2-TZVPD) on a molecular structure, C46H42AsBrN6O2OsS.

Geometry (Å):
Os 0.061126 0.462093 0.625018
Br 7.063479 3.790571 0.527583
As -1.151003 -1.394903 -0.652044
S 2.050347 -0.703096 -1.302549
O -2.450581 6.490909 2.654543
O -1.695122 6.010868 -3.004929
N 2.314615 0.386522 1.746747
N -0.116825 -0.755491 2.339483
N 3.950370 -2.436330 -0.288625
N -0.212057 1.858517 -0.881574
N -0.243990 2.229313 1.748530
N 3.448914 -2.831663 -2.328565
C -0.867606 -3.952506 -3.941182
C 0.884113 -1.827369 4.239394
C 2.210125 -0.360660 2.793051
C -5.297014 -1.055190 -1.220094
C 4.710951 0.932199 2.182800
C 3.389051 2.084892 0.451041
C -4.633146 0.813864 0.146107
C 3.480262 1.112908 1.487409
C -1.239745 4.510371 2.991604
C 5.780689 1.722792 1.895901
C -0.885491 -5.409297 1.801994
C -2.216398 -3.744311 0.677774
C 2.908743 -2.732685 -3.689852
C -1.632672 -1.829387 -4.777676
C -1.814486 5.729243 3.647462
C -1.064083 -3.016564 0.399400
C -0.710752 3.459633 3.739681
C 3.159852 -2.019145 -1.298546
C -3.321031 0.361732 0.109409
C -2.123096 -4.940303 1.381684
C -3.984163 -1.505171 -1.262711
C 4.422532 -3.750516 -1.958864
C 4.444161 2.889145 0.154906
C -1.326844 -3.169002 -4.991266
C -0.344462 -2.374208 4.603644
C -1.050359 -2.077506 -2.458294
C 0.267527 -4.681396 1.521766
C -1.225241 4.398768 1.601869
C 5.653832 2.723626 0.884785
C -0.123780 1.627994 -2.211135
C -0.619771 3.089929 -0.461927
C -0.241564 2.345042 3.091159
C -0.709194 3.269731 1.006586
C -1.449301 -2.052443 3.846230
C -0.714059 -3.406762 -2.671113
C -1.137324 4.935032 -3.713352
C -0.913096 4.089846 -1.358443
C -1.295827 -1.250124 2.716039
C -5.620105 0.104768 -0.524159
C 0.962761 -1.018062 3.122965
C -1.504271 -1.283595 -3.509218
C -0.817876 3.851218 -2.730942
C -2.987654 -0.798258 -0.591774
C 4.736944 -3.510655 -0.676431
C -0.417178 2.583620 -3.147357
C 0.179303 -3.483704 0.822874
H 3.710114 -2.473865 -4.376847
H -6.069667 -1.610638 -1.737766
H -0.815986 -6.348695 2.336868
H 2.140630 -1.969339 -3.715295
H -0.337763 2.337318 -4.200403
H 2.483179 -3.687039 -3.978922
H -2.493569 5.413982 4.445007
H -3.743566 -2.400618 -1.823219
H 6.716146 1.599048 2.426286
H -1.809337 4.531492 -4.477195
H -0.208448 5.208807 -4.226824
H -0.429482 -3.022664 5.467334
H 3.020236 -0.496077 3.507808
H -2.433854 -2.417462 4.108580
H -3.019957 -5.510067 1.590641
H -0.677989 3.499608 4.822853
H 2.458798 2.179817 -0.092716
H 0.205835 0.643986 -2.509259
H -1.461602 -3.604042 -5.974176
H -1.796090 -0.254638 -3.339215
H -0.993251 6.272427 4.128896
H 4.832288 0.173177 2.944695
H -1.897058 6.737410 -3.603450
H -0.358762 -4.030220 -1.861744
H -2.860770 7.271682 3.042188
H -4.886356 1.713988 0.692244
H -6.643312 0.459709 -0.510454
H -0.643395 -5.000227 -4.103203
H 1.076398 -2.918229 0.596554
H 3.992724 -1.970530 0.597487
H -1.647545 5.206512 1.020595
H 1.775339 -2.017562 4.826728
H 1.233756 -5.056767 1.840397
H -1.995349 -1.217444 -5.594987
H 0.143225 1.505526 3.654631
H -2.558877 0.928179 0.638337
H 4.376099 3.643037 -0.619674
H -3.184844 -3.386126 0.354708
H -1.228322 5.069138 -1.028156
H 4.808531 -4.488987 -2.643360
H -2.149240 -1.015101 2.095165
H 5.448561 -3.993355 -0.027955

Forces on atoms 1 to 6 (eV/Å):
0.5 -0.4 -0.6
0.2 0.2 -0.1
-0.4 -0.2 0.1
0.1 0.2 0.1
0.0 0.0 0.1
0.1 -0.1 0.0

HOMO-LUMO gap (spin up / spin down) = 5.7 / 3.6 eV
Net charge = +4
Spin multiplicity = 5